15 unconnected molecules or ions with the total composition C100H220N10O15 in a non-equilibrium geometry. Source: the OMol25 dataset; level of theory: the ωB97M-V functional and the def2-TZVPD basis.

```
345
Properties=species:S:1:pos:R:3:forces:R:3
C -16.24093 -10.98783 10.10088 -0.2 0.1 0.4
C -16.26576 -12.50820 9.91548 0.5 -0.2 0.6
O -15.17745 -13.14584 10.68364 -0.4 1.2 -0.9
H -16.62544 -10.38046 9.28151 -0.3 -0.6 -0.5
H -15.23618 -10.57675 10.19873 0.1 -0.3 0.5
H -16.88616 -10.72466 10.93905 0.4 0.2 0.3
H -16.22371 -12.70093 8.84348 0.3 -0.5 0.0
H -17.18054 -12.93234 10.32946 -0.3 0.2 -0.3
H -15.36130 -14.07850 10.81767 -0.2 0.0 -0.2
C -11.85447 -10.86196 2.90664 0.1 0.0 0.0
C -11.43260 -12.26136 3.40577 -1.6 0.7 -1.2
O -10.31657 -12.72643 2.73059 1.9 -0.1 -0.2
H -12.85865 -10.54099 3.18357 0.1 -0.1 0.7
H -11.92056 -10.75823 1.82359 0.4 -0.6 -0.3
H -11.08988 -10.15210 3.22227 -0.2 0.3 0.2
H -12.20249 -12.98405 3.13543 -0.7 0.1 0.9
H -11.20259 -12.20344 4.46965 -0.1 -0.4 -0.1
H -10.49557 -12.72099 1.78745 0.0 0.0 -0.1
C -9.09292 -7.37150 3.50839 0.5 0.6 -0.8
C -8.61112 -6.20833 4.37636 0.5 0.2 -2.9
O -9.47990 -6.00869 5.40637 -0.6 0.1 2.4
H -10.09782 -7.23902 3.10745 -0.4 -0.1 0.7
H -8.94202 -8.32646 4.01176 -0.3 0.0 -0.1
H -8.53373 -7.36826 2.57276 0.5 -0.2 0.1
H -8.58420 -5.26480 3.83127 -0.3 0.0 -0.8
H -7.53829 -6.31234 4.53866 0.0 -0.5 1.1
H -8.99585 -6.05824 6.23392 -0.2 0.1 0.2
C -14.26988 -15.17233 6.83267 1.3 1.0 0.9
C -13.38834 -13.89205 6.86786 0.0 0.9 -1.2
O -13.81221 -12.87136 5.94227 -1.4 -0.1 -0.8
H -15.26375 -15.00223 7.24668 -0.1 0.1 -0.5
H -13.78084 -15.84337 7.53883 0.0 -0.2 0.1
H -14.22080 -15.69554 5.87772 -0.4 0.4 -0.1
H -12.38738 -14.06890 6.47428 0.4 -0.9 0.8
H -13.35145 -13.31821 7.79384 0.0 -1.1 0.7
H -13.18454 -12.14545 5.96874 0.1 0.0 0.1
C -11.10939 -3.01671 10.12103 0.1 0.6 -0.1
C -11.68069 -1.94365 11.02762 -2.1 -0.9 -1.1
O -13.12039 -1.96335 10.79496 0.2 0.9 -0.1
H -11.38589 -2.83443 9.08256 -0.1 0.7 -0.1
H -11.59613 -3.98254 10.25649 0.8 -0.4 0.7
H -10.03237 -2.85717 10.17292 0.3 -1.2 0.0
H -11.26854 -1.00613 10.65441 -0.3 0.3 0.5
H -11.60571 -2.07985 12.10647 1.0 0.0 -0.1
H -13.48295 -2.71090 11.27590 0.0 -0.2 0.1
C -11.57450 -11.07976 8.34792 0.8 0.0 0.1
C -10.01851 -10.84572 8.17943 -2.0 0.5 0.7
C -9.76237 -10.84099 6.64175 0.7 -0.2 0.7
C -8.43470 -10.23774 6.32912 0.6 0.3 -0.3
C -8.41043 -8.82885 6.85052 1.0 0.2 0.8
C -8.56732 -8.71704 8.39793 -0.9 -0.1 1.8
N -9.76525 -9.52022 8.83899 0.7 0.1 -3.5
O -10.35137 -9.33836 10.10665 0.8 0.2 -0.6
C -7.26157 -9.19389 9.21164 -0.6 1.4 -1.6
C -8.79756 -7.18971 8.65112 -0.8 -0.5 0.8
C -9.16161 -11.93723 8.81668 0.1 -0.5 -0.8
H -11.85528 -11.30258 9.37730 0.1 -0.4 -0.1
H -11.91873 -11.84560 7.65287 0.2 -0.2 0.3
H -12.14319 -10.18362 8.09967 0.3 0.3 -0.2
H -9.67097 -11.85551 6.25380 -0.7 -0.3 0.4
H -10.51195 -10.32018 6.04593 -0.4 0.1 0.3
H -8.25933 -10.33628 5.25784 0.0 0.4 -0.2
H -7.60482 -10.79517 6.76347 -0.1 -0.2 0.2
H -9.09839 -8.16952 6.32127 -0.4 -0.3 0.3
H -7.43131 -8.37419 6.69991 0.3 0.0 -0.3
H -7.42736 -9.83891 10.07453 -0.2 -0.2 -0.5
H -6.64154 -9.58077 8.40295 0.5 -0.7 0.6
H -6.75215 -8.30178 9.57598 0.1 0.0 0.0
H -9.81363 -6.83468 8.47887 -0.4 -0.5 -0.5
H -8.70366 -6.95986 9.71248 0.6 0.1 0.0
H -8.17611 -6.54607 8.02853 0.5 -0.2 0.3
H -9.32999 -12.09420 9.88209 0.1 0.3 -0.1
H -8.11641 -11.74112 8.57751 0.1 0.3 0.6
H -9.29247 -12.88632 8.29686 -0.5 -0.3 0.1
H -11.00260 -8.69515 9.81719 -0.5 0.2 0.8
C -13.01958 -7.66345 13.76172 -0.1 -0.5 0.2
C -14.12601 -7.15851 12.82165 -0.2 -0.1 1.4
C -15.39161 -8.07438 12.98960 -0.3 -0.8 0.0
C -16.75645 -7.50965 12.64631 1.5 0.8 -1.3
C -16.94207 -6.24339 13.44332 0.1 0.3 -0.4
C -15.83162 -5.14404 13.17231 0.4 -1.3 -1.4
N -14.44412 -5.81520 13.29810 -3.7 0.9 1.8
O -13.49629 -4.82852 13.09635 1.0 0.3 -0.8
C -16.05244 -4.57162 11.73280 0.0 0.9 0.7
C -16.03425 -3.96720 14.19347 0.2 -1.6 -0.3
C -13.57545 -7.12950 11.45056 0.3 0.7 -1.8
H -13.34067 -7.60384 14.80164 -0.1 0.0 0.0
H -12.09109 -7.09950 13.67243 -0.1 0.2 -0.2
H -12.77895 -8.70281 13.53824 0.0 -0.1 0.0
H -15.27124 -8.97644 12.38970 0.5 -0.1 0.1
H -15.51580 -8.38697 14.02641 0.6 -0.1 0.2
H -17.62238 -8.16870 12.58366 0.2 -0.5 1.2
H -16.76333 -7.28233 11.58030 0.3 0.7 -0.4
H -16.95240 -6.42328 14.51831 -0.2 -0.2 0.1
H -17.94156 -6.00481 13.07972 -0.1 1.4 0.6
H -17.12424 -4.59299 11.53563 0.0 0.0 -0.3
H -15.76401 -3.52297 11.80509 -0.1 0.2 -0.3
H -15.49996 -4.94445 10.87032 0.0 -0.6 0.4
H -15.84121 -4.38180 15.18288 -0.2 0.1 0.2
H -15.42554 -3.06938 14.08615 0.1 -0.2 -0.5
H -17.09070 -3.72190 14.08472 0.0 0.3 0.3
H -13.33509 -8.09358 11.00237 -0.3 -0.2 0.1
H -12.65316 -6.54895 11.42978 0.2 0.0 0.2
H -14.23314 -6.55742 10.79614 -0.2 -0.4 -0.3
H -13.26434 -4.54530 13.98381 0.2 0.0 0.1
C -13.95496 -4.10052 -0.71119 0.1 -0.8 -0.8
C -12.62668 -3.86633 0.04385 -1.4 -1.0 0.8
C -11.40710 -4.31183 -0.77600 -0.6 0.4 0.1
C -11.09179 -3.31600 -1.88141 1.4 0.0 0.8
C -10.86700 -1.88826 -1.32963 -0.2 -1.1 0.4
C -12.09444 -1.41728 -0.54591 -0.6 1.1 0.2
N -12.51976 -2.49984 0.42045 1.6 2.7 0.2
O -13.62851 -2.07728 1.28217 0.3 -0.9 -1.7
C -11.67766 -0.24388 0.42700 0.2 0.8 -1.0
C -13.15660 -0.83330 -1.55833 -0.1 -0.5 1.1
C -12.61256 -4.62650 1.39966 -0.2 -1.0 -0.7
H -13.72324 -4.74502 -1.55915 -0.3 -0.4 -0.1
H -14.40829 -3.23260 -1.19007 0.2 0.3 0.4
H -14.72059 -4.58023 -0.10145 0.0 0.0 0.0
H -10.59627 -4.49324 -0.07047 0.5 0.8 0.0
H -11.49271 -5.32068 -1.17974 -0.8 0.0 -0.2
H -11.80174 -3.24849 -2.70575 -0.4 -0.3 0.3
H -10.17975 -3.71294 -2.32718 0.3 0.4 -0.3
H -10.60224 -1.32206 -2.22260 -0.3 0.8 0.4
H -10.08842 -1.76933 -0.57612 0.7 -0.7 -0.4
H -12.51168 0.36498 0.77598 -0.4 -0.6 0.5
H -10.97548 -0.48653 1.22461 -0.5 -0.7 0.3
H -11.11083 0.56063 -0.04160 0.2 -0.2 -1.0
H -13.41193 -1.38118 -2.46538 0.4 -0.6 0.2
H -14.07408 -0.77993 -0.97226 -0.2 0.6 -0.2
H -12.79553 0.12635 -1.92817 -0.2 0.2 0.4
H -13.62881 -4.75107 1.77358 0.2 0.6 0.6
H -11.87375 -4.18149 2.06618 -0.4 0.3 0.2
H -12.29021 -5.66185 1.28895 0.2 -0.3 -0.5
H -13.27009 -1.38789 1.84597 0.5 0.1 0.3
C -20.20583 -6.70601 -1.83079 0.2 -1.1 -0.3
C -18.85179 -5.97976 -1.66864 0.3 0.3 0.1
C -18.54554 -5.81612 -0.16174 0.1 -0.3 0.3
C -18.09541 -7.11082 0.57456 -0.6 0.4 -0.9
C -16.83833 -7.73969 -0.04895 -1.7 1.9 0.0
C -17.14926 -7.92735 -1.55988 2.4 0.7 -0.1
N -17.64635 -6.63788 -2.23964 -0.3 -0.7 2.0
O -17.66207 -6.70947 -3.67868 0.0 -0.1 1.2
C -15.71234 -8.13920 -2.13531 -0.9 -0.6 -0.7
C -18.01103 -9.15551 -1.66179 -2.1 -0.5 -1.0
C -19.04848 -4.58942 -2.30866 -0.3 0.9 -0.8
H -20.47881 -6.80648 -2.88126 -0.1 0.4 -0.1
H -21.01319 -6.26349 -1.24731 0.1 0.5 -0.2
H -20.19789 -7.74636 -1.50565 0.3 0.0 0.3
H -17.87238 -4.98266 0.03907 0.3 -0.1 -0.4
H -19.48549 -5.51964 0.30376 -0.1 0.1 0.1
H -18.94621 -7.76176 0.37334 0.0 -0.4 0.7
H -18.04052 -6.86655 1.63542 0.1 -0.3 0.1
H -16.56266 -8.70211 0.38215 0.0 0.0 0.0
H -16.05546 -6.99781 0.10874 0.4 -0.2 -0.2
H -15.78324 -8.14410 -3.22298 0.3 0.1 -0.1
H -14.99236 -7.39998 -1.78417 -0.3 0.2 -0.1
H -15.31537 -9.11602 -1.85900 -0.2 -0.1 0.2
H -18.80324 -9.03497 -2.40071 0.5 0.0 -0.9
H -17.54945 -10.12355 -1.85658 0.4 0.3 0.1
H -18.72050 -9.29025 -0.84533 0.6 -0.1 0.8
H -19.68412 -3.90818 -1.74301 -0.2 -0.4 0.6
H -19.53471 -4.61162 -3.28394 -0.3 -0.7 -0.1
H -18.21198 -3.93836 -2.56263 0.9 -0.6 0.6
H -16.90418 -6.12437 -3.74830 0.1 0.0 -1.0
C -21.13329 -6.99926 2.91278 0.4 0.3 -0.5
C -21.07198 -5.62257 3.62787 -2.2 -0.5 -0.6
C -20.02576 -5.61066 4.68528 -0.3 -0.3 1.6
C -19.85210 -4.22795 5.38055 1.9 -0.6 -2.0
C -19.25080 -3.40404 4.20794 -0.3 0.5 1.4
C -20.17130 -3.36091 2.98228 -1.2 2.2 -0.7
N -20.87352 -4.59759 2.62588 2.2 -0.1 -0.3
O -21.93939 -4.43551 1.66948 0.7 0.0 1.2
C -21.19253 -2.19552 3.27910 -0.5 -0.4 -0.4
C -19.33914 -2.91465 1.78202 -0.3 -0.7 -0.8
C -22.41464 -5.39025 4.26923 -2.2 0.1 0.5
H -21.08445 -7.87259 3.56316 -0.1 0.2 0.3
H -20.30441 -7.07862 2.20939 0.3 0.0 0.1
H -22.02491 -7.08606 2.29181 -0.2 0.0 0.2
H -20.29393 -6.39307 5.39523 -0.6 0.0 0.3
H -19.11520 -6.08044 4.31340 0.6 0.9 -0.3
H -19.11174 -4.33679 6.17310 0.0 0.1 0.1
H -20.67974 -3.63827 5.77472 -0.5 -0.9 -0.1
H -18.19677 -3.60161 4.01276 -0.1 -0.9 -0.3
H -19.18734 -2.38382 4.58641 -0.1 0.3 -0.3
H -21.98519 -2.10456 2.53646 0.2 -0.3 -0.4
H -21.76145 -2.34293 4.19710 0.3 0.0 0.4
H -20.70237 -1.22199 3.27149 0.2 -0.1 0.3
H -18.66941 -3.73431 1.52182 0.6 0.3 0.4
H -19.94908 -2.88432 0.87915 -0.4 0.3 0.1
H -18.86393 -1.93946 1.88832 0.2 -0.2 0.2
H -22.85479 -6.28813 4.70303 0.2 -0.2 0.2
H -23.16378 -5.05677 3.55111 0.2 -0.3 -0.5
H -22.53435 -4.59474 5.00471 0.8 0.0 0.3
H -21.71357 -5.12668 1.04266 0.0 0.0 -0.4
C -7.91236 -9.06762 -2.08061 0.0 0.9 0.6
C -8.91643 -9.73206 -1.02341 2.7 -0.7 -2.3
C -9.23105 -8.91769 0.19855 -1.3 0.5 0.7
C -10.15467 -7.73705 -0.07165 0.4 1.1 0.0
C -11.45017 -8.21028 -0.64539 -0.1 -1.7 -0.3
C -11.19943 -9.05571 -1.94165 -0.5 -0.7 -0.4
N -10.13776 -10.13588 -1.71754 -1.1 0.4 1.7
O -9.91458 -11.04662 -2.79516 -0.2 1.3 0.9
C -12.47086 -9.91296 -2.19366 -1.0 0.5 0.2
C -10.86699 -7.99475 -3.04651 0.5 -1.5 -0.7
C -8.05696 -10.92958 -0.55780 -0.7 -0.8 0.5
H -7.31554 -9.76638 -2.66683 -0.1 -0.4 0.3
H -7.19912 -8.46384 -1.51952 0.2 0.0 0.0
H -8.32235 -8.39410 -2.83320 -0.4 0.1 0.3
H -9.79521 -9.55459 0.87985 -0.4 -0.5 -0.1
H -8.41802 -8.67246 0.88188 0.7 0.2 -0.9
H -9.75387 -7.01558 -0.78364 0.6 0.0 0.0
H -10.30586 -7.15219 0.83565 -0.1 -0.1 0.1
H -12.17997 -7.44294 -0.90360 0.2 0.2 0.0
H -11.93079 -8.83995 0.10335 -0.2 -0.2 0.0
H -12.42176 -10.70276 -2.94327 0.5 0.2 0.1
H -12.84008 -10.33417 -1.25858 0.9 -0.6 0.3
H -13.39907 -9.37233 -2.37869 0.4 0.8 -0.8
H -11.72563 -7.53872 -3.53932 -0.2 0.3 0.7
H -10.09444 -7.29609 -2.72535 -0.5 0.3 0.1
H -10.40100 -8.48981 -3.89849 0.2 -0.3 -0.2
H -7.11554 -10.63306 -0.09528 0.0 0.5 -0.3
H -7.82944 -11.64113 -1.35155 -0.1 0.2 -0.1
H -8.55528 -11.48826 0.23445 -0.3 -0.1 0.0
H -9.41728 -10.51811 -3.42363 0.3 0.0 -0.7
C -10.87788 0.82395 4.31905 -0.3 -1.1 0.1
C -11.28714 -0.51071 5.12210 0.2 1.6 2.3
C -10.69972 -0.45552 6.64945 0.7 0.0 -1.0
C -11.40070 0.47268 7.58851 -2.3 -0.1 -0.4
C -12.93733 -0.00573 7.61374 2.9 1.9 0.0
C -13.59235 0.00857 6.22092 2.0 -0.1 0.4
N -12.74117 -0.64108 5.22081 1.5 -0.7 2.2
O -13.35697 -0.96887 4.03176 -0.5 0.0 -0.5
C -14.81785 -0.78670 6.48832 -1.9 -0.1 -0.5
C -13.89128 1.45239 5.86784 -0.6 0.9 0.4
C -10.65997 -1.77810 4.58621 0.1 -0.3 -1.3
H -11.00976 1.76286 4.85677 0.2 -0.3 0.6
H -11.53019 0.98178 3.46016 -0.1 -0.5 -0.2
H -9.86570 0.76060 3.91955 0.1 0.0 0.2
H -10.60592 -1.46394 7.05242 -0.5 -0.3 -0.1
H -9.65851 -0.13731 6.59723 0.2 0.1 -0.5
H -11.21850 1.47828 7.20947 -0.6 0.3 0.0
H -11.09459 0.52840 8.63316 0.5 -0.5 -0.1
H -13.46384 0.73143 8.21995 -0.3 -0.3 0.1
H -12.87315 -0.94586 8.16159 -0.6 -0.3 -0.4
H -15.52324 -0.74449 5.65842 0.0 -0.4 -0.3
H -14.62695 -1.81118 6.80783 0.2 0.0 -0.2
H -15.35974 -0.30435 7.30183 0.0 0.0 0.2
H -14.92365 1.57950 6.19362 -0.2 0.7 -0.6
H -13.32930 2.19861 6.42946 0.3 -0.3 0.4
H -13.68769 1.77109 4.84555 -0.6 -0.6 -0.3
H -10.76237 -1.83720 3.50264 0.1 0.1 -0.2
H -11.09442 -2.71457 4.93605 -0.4 0.2 0.5
H -9.60002 -1.84834 4.83047 0.1 0.3 -0.1
H -13.58664 -1.87642 4.24441 -0.4 -0.4 -0.8
C -20.14400 -11.21419 3.89477 -1.4 0.6 -0.1
C -18.76762 -11.76901 3.72722 0.7 1.4 -0.3
C -18.46809 -12.57308 4.94406 0.5 -1.3 1.3
C -17.15371 -13.33441 4.86620 -0.5 0.4 0.2
C -17.12790 -14.25557 3.65981 1.0 -0.4 0.0
C -17.64686 -13.69352 2.33128 1.0 2.6 -0.8
N -18.65969 -12.58000 2.54346 0.1 -3.0 0.9
O -19.09878 -11.99887 1.36623 0.2 0.4 -0.4
C -16.40157 -13.06081 1.57673 -0.9 0.0 -0.1
C -18.24643 -14.76891 1.43482 0.1 -0.2 0.4
C -17.83820 -10.56429 3.67913 0.8 0.4 -0.8
H -20.18493 -10.38644 4.60277 0.3 -0.2 0.5
H -20.81074 -12.00410 4.24060 -0.3 0.1 -0.2
H -20.54001 -10.70509 3.01609 0.0 -0.5 -0.4
H -18.41640 -11.96131 5.84471 -0.1 0.5 -0.1
H -19.27250 -13.27138 5.17514 -0.2 -0.2 -0.3
H -16.99128 -13.88190 5.79463 -0.1 -0.3 -0.1
H -16.35430 -12.59435 4.90330 0.3 -0.1 -0.5
H -17.51372 -15.25402 3.86561 -0.8 0.2 0.2
H -16.07807 -14.49748 3.49413 0.2 0.0 -0.2
H -15.67323 -13.83389 1.33181 0.1 0.0 0.1
H -16.73127 -12.58745 0.65188 -0.1 -0.2 -0.2
H -15.93081 -12.24299 2.12231 0.1 -0.3 0.4
H -17.51165 -15.52069 1.14671 0.3 0.0 0.3
H -19.00710 -15.26938 2.03401 -0.4 -0.1 -0.4
H -18.59647 -14.39441 0.47289 -0.4 0.2 0.3
H -18.06309 -9.96293 2.79828 -0.5 0.3 0.1
H -16.80198 -10.82733 3.46665 0.1 -0.2 0.6
H -17.92265 -9.96942 4.58857 0.1 0.1 -0.1
H -19.90887 -12.48273 1.18950 -0.2 0.1 -0.3
C -13.15313 -4.72095 5.95482 1.6 0.9 1.6
C -14.26499 -5.55492 6.54747 0.3 -0.4 0.0
C -15.48270 -5.14348 5.73812 -1.6 -0.4 1.0
C -16.65844 -6.15077 5.91743 1.3 0.9 -1.6
C -16.09261 -7.38664 5.20761 0.7 -0.4 1.3
C -14.90185 -7.99782 6.05676 -1.0 -1.2 -0.8
N -13.89917 -6.97372 6.35499 -1.9 0.1 -2.7
O -12.91221 -7.49630 7.14120 0.9 0.0 1.3
C -15.45135 -8.66804 7.34202 1.0 0.3 -0.2
C -14.23963 -9.07215 5.10945 -0.1 1.2 -0.2
C -14.47504 -5.32309 8.01853 0.2 0.7 1.7
H -12.64608 -5.25008 5.14795 -0.3 0.6 -0.3
H -12.39592 -4.45406 6.69205 0.7 -1.1 0.5
H -13.38059 -3.65860 5.86661 -0.9 0.0 -1.3
H -15.78479 -4.19021 6.17184 0.1 0.3 -0.1
H -15.26211 -4.95743 4.68701 0.1 -0.3 0.0
H -17.52918 -5.74010 5.40630 0.0 -0.2 0.1
H -16.89618 -6.21781 6.97908 0.0 -0.5 -0.1
H -15.63446 -7.11486 4.25664 -0.2 0.4 -0.1
H -16.81896 -8.15532 4.94371 0.0 -0.2 0.5
H -15.94939 -9.61493 7.13360 -0.4 0.2 -0.1
H -14.61356 -8.92481 7.99030 0.2 0.0 0.0
H -16.03356 -7.93727 7.90336 -0.4 -0.3 0.0
H -13.41107 -9.60477 5.57625 -0.2 -0.2 0.0
H -14.92995 -9.71346 4.56147 -0.4 -0.5 0.9
H -13.85928 -8.52210 4.24871 0.6 0.4 0.1
H -13.56973 -5.56162 8.57677 0.2 -0.3 -0.1
H -15.27101 -5.88809 8.50360 -0.1 -0.5 -0.4
H -14.69466 -4.31343 8.36557 0.0 0.5 -0.7
H -12.10834 -7.43883 6.61957 0.3 0.0 -0.2
C -20.10215 -6.54058 10.43622 -0.4 0.0 -0.1
C -20.54713 -7.34110 9.15591 0.0 0.3 2.1
C -19.19637 -7.48502 8.41595 -0.5 -1.5 -2.0
C -19.17312 -8.66099 7.38215 0.0 -0.2 -0.3
C -19.82548 -10.01648 7.80126 0.8 1.9 -0.7
C -21.05895 -9.80228 8.62278 -1.6 1.0 2.4
N -20.96262 -8.67282 9.61622 2.7 -0.4 -1.2
O -21.98326 -8.70041 10.56883 -0.8 1.0 -0.5
C -22.35555 -9.70237 7.78395 1.1 0.4 -0.4
C -21.10520 -10.94502 9.58100 -0.2 -1.6 0.4
C -21.71483 -6.63941 8.39439 0.4 1.2 -0.3
H -20.90735 -6.15344 11.06062 -0.2 0.2 -0.4
H -19.42069 -5.75027 10.12137 -0.3 0.3 0.0
H -19.52881 -7.15053 11.13430 0.1 -0.5 -0.3
H -18.97889 -6.59861 7.82008 -0.3 0.3 0.1
H -18.27005 -7.63577 8.97030 -0.6 0.1 1.1
H -18.12728 -8.89472 7.18296 0.1 0.2 -0.2
H -19.56580 -8.28680 6.43669 -0.3 -0.1 -0.1
H -19.03064 -10.59335 8.27406 -0.3 -0.1 0.6
H -20.12845 -10.60510 6.93533 0.1 0.1 -0.2
H -22.48708 -10.63719 7.23903 -0.6 -0.2 0.4
H -23.17497 -9.33518 8.40186 -0.2 -0.7 0.0
H -22.23551 -8.96088 6.99409 0.2 0.2 0.0
H -21.82019 -10.88296 10.40138 -0.7 -0.3 -0.8
H -21.25431 -11.81849 8.94625 0.0 -0.6 0.6
H -20.18328 -11.00052 10.15986 0.5 -0.2 -0.5
H -21.60655 -6.56852 7.31209 0.1 -0.8 -0.2
H -21.79888 -5.57048 8.59041 0.4 0.2 0.6
H -22.71775 -6.98208 8.64897 0.3 -0.6 0.0
H -21.63723 -9.21922 11.29869 0.2 0.2 0.1
```
Forces are in eV/Å.

E_tot ... -5617.50221 a.u.
Lowest unoccupied orbital energy ... 0.47 eV
Highest occupied orbital energy ... -0.29012 Eh
ΔE to the lowest compared entry with this formula, charge and spin ... 6.855 eV
HOMO-LUMO gap ... 8.36 eV